Entry 1:
The following is a DFT calculation (ωB97M-V/def2-TZVPD) of an isolated molecule of C8H10.

Output
Frontier orbital gap (spin up / spin down) ... 7.038 / 8.251 eV
LUMO energy (spin up / spin down) ... 0.04 / 0.09 eV
M ... 106.17 g/mol
Energy relative to the best compared isomer or geometry (same formula, charge and spin) ... 157.6 kcal per mole

CARTESIAN COORDINATES (ANGSTROEM)
C (-1.197, -0.720, 0.210)
C (-0.769, -0.666, -1.088)
C (-0.839, -0.039, -2.436)
C (1.860, -0.043, -1.428)
C (-0.272, -0.446, 1.198)
C (1.140, 1.022, -0.702)
C (0.348, 0.088, -1.518)
C (-0.665, -0.111, 2.589)
H (-2.241, -0.866, 0.452)
H (-0.794, -0.687, -3.304)
H (-1.475, 0.829, -2.576)
H (2.496, 0.224, -2.268)
H (2.196, -0.942, -0.929)
H (0.776, -0.490, 0.989)
H (1.335, 2.060, -0.952)
H (-0.260, 0.866, 2.857)
H (-0.253, -0.832, 3.298)
H (-1.747, -0.084, 2.700)

=====

Entry 2:
The following is a DFT calculation (ωB97M-V/def2-TZVPD) of an isolated molecule of C8H10.

Output
Frontier orbital gap ... 9.889 eV
LUMO energy ... 1.19 eV
M ... 106.17 g/mol
Energy relative to the best compared isomer or geometry (same formula, charge and spin) ... 63.7 kcal per mole
SMILES string ... C1=C[C@@H]2C[C@@H]2C=CC1

CARTESIAN COORDINATES (ANGSTROEM)
C (-1.817, 0.017, 0.457)
C (-1.265, 1.280, -0.162)
C (0.029, 1.587, -0.320)
C (1.054, 0.796, 0.394)
C (2.102, -0.047, -0.333)
C (1.013, -0.812, 0.398)
C (-0.073, -1.546, -0.257)
C (-1.316, -1.217, -0.283)
H (-1.283, -0.086, 1.371)
H (-2.881, -0.010, 0.492)
H (-1.956, 1.987, -0.650)
H (0.360, 2.467, -0.879)
H (1.359, 1.164, 1.399)
H (2.028, -0.062, -1.422)
H (3.123, -0.026, 0.060)
H (1.304, -1.242, 1.398)
H (0.194, -2.523, -0.612)
H (-1.976, -1.724, -1.051)

=====

Entry 3:
The following is a DFT calculation (ωB97M-V/def2-TZVPD) of a structure of composition C8H10.

Output
Frontier orbital gap ... 9.613 eV
LUMO energy ... 0.90 eV
M ... 106.17 g/mol
Energy relative to the best compared isomer or geometry (same formula, charge and spin) ... 210.6 kcal per mole

CARTESIAN COORDINATES (ANGSTROEM)
C (-2.351, -0.470, 1.518)
C (-1.126, 0.106, 1.371)
C (-0.180, 0.285, 0.102)
C (-0.342, 0.402, -1.543)
C (1.085, -0.068, -1.415)
C (0.788, -0.988, -0.118)
C (1.871, 0.926, -0.655)
C (1.084, 1.096, 0.287)
H (-2.922, -0.693, 2.438)
H (-3.084, -0.983, 0.606)
H (-0.814, 0.475, 2.553)
H (-0.852, 1.448, -1.921)
H (-0.874, -0.657, -1.958)
H (1.334, -0.534, -2.326)
H (0.143, -1.884, -0.302)
H (1.858, -1.135, 0.472)
H (2.929, 1.558, -0.787)
H (1.452, 1.117, 1.678)

=====

Entry 4:
The following is a DFT calculation (ωB97M-V/def2-TZVPD) of a structure of composition C8H10AsBF4OPtS5.

Output
Frontier orbital gap ... 6.226 eV
LUMO energy ... 4.50 eV
M ... 639.31 g/mol
Energy relative to the best compared isomer or geometry (same formula, charge and spin) ... 21.4 kcal per mole
Net charge ... -2

CARTESIAN COORDINATES (ANGSTROEM)
Pt (-0.135, 0.289, 1.676)
S (-1.392, 3.597, -1.784)
As (-0.339, 1.950, -0.992)
S (-1.672, 0.452, -0.017)
S (0.620, 2.335, 0.980)
S (0.984, 1.034, -2.392)
F (-0.750, -1.051, 3.574)
B (-1.319, -2.049, 4.457)
F (-2.514, -2.517, 3.896)
F (-1.544, -1.458, 5.705)
F (-0.386, -3.102, 4.565)
C (-1.460, -5.658, 0.047)
C (-0.573, -4.447, 0.184)
C (-0.116, -4.035, 1.428)
C (0.712, -2.924, 1.550)
C (1.060, -2.215, 0.415)
C (0.598, -2.591, -0.842)
C (-0.207, -3.710, -0.947)
S (2.096, -0.759, 0.587)
C (3.626, -1.583, 0.067)
O (2.293, -0.565, 2.086)
H (-1.748, -6.042, 1.026)
H (-0.951, -6.459, -0.496)
H (-2.372, -5.417, -0.504)
H (-0.429, -4.553, 2.328)
H (1.051, -2.589, 2.523)
H (0.832, -1.978, -1.708)
H (-0.590, -4.002, -1.920)
H (3.808, -2.435, 0.723)
H (4.425, -0.845, 0.146)
H (3.498, -1.889, -0.972)